Record 1
A molecular structure, C8H16CdF6N5O13S6 at a distorted geometry, computed with wB97M-V/def2-TZVPD.

Geometry as XYZ:
```
55
Properties=species:S:1:pos:R:3:forces:R:3:mulliken_charge:R:1
Cd -0.462 -1.346 0.778 -1.1 -2.1 -2.5 2.93
C -1.744 -0.902 -3.284 -0.2 1.1 0.5 -0.78
C -1.939 -1.976 -2.205 0.5 -0.5 0.7 -0.54
O -1.770 -1.579 -0.875 0.0 1.0 0.0 -1.01
H -1.001 -0.146 -3.015 0.6 -0.6 0.1 0.06
H -2.579 -0.195 -3.377 -0.6 -0.7 -0.2 0.28
H -1.478 -1.327 -4.250 -0.1 0.0 -0.1 0.35
H -1.266 -2.818 -2.408 0.2 0.0 -0.3 0.24
H -2.939 -2.418 -2.291 -0.2 0.1 -0.2 0.35
C 3.353 3.274 -1.718 -0.9 0.3 -0.1 -1.73
C 2.377 2.136 -1.469 1.7 -0.2 1.4 0.48
N 1.019 2.612 -1.246 -1.3 0.1 -0.6 0.48
C 0.479 3.886 -1.208 -0.1 0.5 0.2 -0.26
C -0.851 3.761 -0.992 -1.0 -0.4 -0.3 -0.93
N -1.166 2.417 -0.917 2.8 1.5 -0.6 0.37
C 0.003 1.781 -1.088 -1.4 -1.2 0.5 -0.18
C -2.446 1.814 -0.638 0.2 0.0 -0.8 -0.66
H 3.363 3.912 -0.831 0.0 0.1 -0.1 0.39
H 2.992 3.859 -2.566 0.5 0.1 -0.1 0.40
H 4.376 2.938 -1.854 -0.1 -0.2 -0.2 0.43
H 2.705 1.703 -0.518 -0.3 0.0 -0.1 0.01
H 2.452 1.297 -2.158 -0.5 0.6 -0.4 0.32
H 1.022 4.813 -1.252 0.3 -0.2 -0.2 0.47
H -1.683 4.445 -0.987 0.4 0.4 0.3 0.53
H 0.058 0.705 -1.012 0.2 0.2 -0.3 -0.04
H -2.922 1.652 -1.607 -0.2 -0.4 0.3 0.26
H -3.044 2.492 -0.038 0.1 -0.2 0.3 0.44
H -2.134 0.902 -0.152 -1.1 -0.5 0.1 0.04
N -1.191 0.104 1.930 -0.2 6.0 2.5 -0.14
S -0.550 1.620 2.477 4.6 2.1 -0.3 0.77
O 0.174 1.632 3.712 -1.5 -0.8 -0.4 -0.58
O -1.209 2.848 2.093 -0.4 -1.8 0.0 -0.54
F 0.699 1.607 1.473 -0.4 -0.4 -0.5 -0.13
S -2.507 0.293 2.776 -5.8 -3.5 4.3 0.91
O -3.501 1.253 2.339 1.6 -1.0 -0.2 -0.60
O -2.330 0.121 4.211 0.6 1.6 -1.9 -0.59
F -3.147 -1.138 2.502 0.2 0.4 -1.2 -0.33
N 1.431 -0.815 0.050 2.7 -0.5 -3.5 -0.02
S 2.171 -1.369 -1.333 -2.4 -1.5 -3.8 0.68
O 2.030 -2.766 -1.580 0.3 0.8 0.9 -0.50
O 3.348 -0.691 -1.765 0.2 0.1 1.1 -0.57
F 1.070 -0.745 -2.333 0.3 0.0 0.5 -0.22
S 2.697 -0.766 0.955 2.8 1.2 6.6 0.68
O 3.328 0.528 1.064 -0.7 -0.9 -0.6 -0.75
O 3.547 -1.910 1.061 -0.5 0.2 -1.4 -0.60
F 1.866 -0.912 2.315 -0.1 0.5 -0.2 -0.30
N -0.392 -3.094 1.887 0.7 -5.3 0.4 0.19
S -0.399 -3.520 3.415 0.4 2.7 5.9 0.89
O 0.841 -3.957 4.017 -0.9 0.0 -1.4 -0.61
O -1.599 -4.119 3.939 0.6 0.1 -1.3 -0.60
F -0.474 -2.010 3.988 -0.2 -0.4 -0.7 -0.29
S -0.243 -4.752 1.320 0.8 0.9 -4.3 0.89
O -1.535 -5.352 1.220 1.0 -0.1 0.7 -0.54
O 0.992 -5.398 1.656 -1.6 0.2 0.8 -0.53
F 0.108 -4.384 -0.211 -0.6 0.4 0.7 -0.27
```
Positions in Å, forces in eV/Å.

charge	-1
HOMO-LUMO gap	0.295	hartree
highest occupied orbital energy	-6.25	eV


Record 2
A molecular structure, C8H16ClCuO7P, computed with wB97M-V/def2-TZVPD.

Geometry as XYZ:
```
34
Properties=species:S:1:pos:R:3:forces:R:3:lowdin_spin:R:1
C 5.400 0.449 0.009 0.0 0.0 0.2 0.00
O 4.813 -0.441 -0.943 0.2 0.0 -0.3 0.00
C 3.474 -0.336 -1.128 -0.4 -0.2 -0.3 0.00
C 2.645 -1.137 -0.107 -0.2 0.8 0.1 0.00
C 1.204 -0.679 0.101 0.2 -0.4 -0.3 0.00
O 0.324 -1.756 -0.377 -0.2 0.1 0.2 0.06
P -1.159 -1.914 0.018 0.0 -0.1 -0.5 0.04
O -1.246 -2.974 1.181 0.1 0.0 0.0 0.80
O -1.815 -2.551 -1.268 0.0 0.0 0.1 -0.01
Cl -3.242 -3.277 -0.684 0.0 0.0 0.0 0.11
O -1.783 -0.572 0.385 0.2 -0.2 0.4 0.00
C -2.654 -0.343 1.572 -0.4 0.3 0.2 0.00
C -3.190 1.093 1.546 0.2 -0.1 0.1 0.00
C -2.846 1.950 0.322 -0.3 0.1 0.0 0.00
C -3.329 1.414 -1.012 0.1 -0.2 -0.1 0.00
O -2.607 0.877 -1.810 -0.1 0.3 -0.1 0.00
O -4.670 1.557 -1.200 0.3 0.3 0.5 0.00
H 4.709 0.677 0.825 0.0 0.0 0.0 0.00
H 5.699 1.371 -0.492 0.0 0.0 0.0 0.00
H 6.274 -0.044 0.418 0.1 0.0 0.0 0.00
H 3.196 0.796 -1.028 0.0 0.0 0.5 0.00
H 3.226 -0.668 -2.143 0.1 0.0 -0.1 0.00
H 3.158 -1.052 0.848 0.1 -0.3 0.0 0.00
H 2.629 -2.165 -0.457 0.2 -0.1 0.2 0.00
H 1.007 -0.507 1.155 -0.1 0.1 0.0 0.00
H 0.936 0.204 -0.485 0.0 0.1 0.1 0.00
H -3.463 -1.067 1.538 0.0 -0.1 -0.2 0.00
H -2.061 -0.533 2.462 0.1 0.0 -0.1 0.00
H -2.789 1.612 2.414 0.0 0.0 0.0 0.00
H -4.268 1.049 1.688 -0.1 0.0 -0.1 0.00
H -1.781 2.157 0.248 0.1 -0.2 0.0 0.00
H -3.341 2.906 0.490 0.0 0.0 0.0 0.00
H -4.856 2.152 -1.936 -0.1 -0.3 -0.4 0.00
Cu 2.405 1.753 -2.147 0.0 0.1 -0.3 0.00
```
Positions in Å, forces in eV/Å.

multiplicity	2
charge	+2
HOMO-LUMO gap (alpha / beta)	0.264 / 0.182	hartree
expectation value of S²	0.755
highest occupied orbital energy (alpha / beta)	-16.03 / -16.03	eV


Record 3
A molecular structure, C8H16ClN2Sr at a distorted geometry, computed with wB97M-V/def2-TZVPD.

Geometry as XYZ:
```
28
Properties=species:S:1:pos:R:3:forces:R:3:mulliken_charge:R:1
C 2.056 1.109 -1.459 2.4 1.6 0.1 -1.29
Sr -0.263 -0.030 -1.615 -0.7 -0.8 0.1 -1.78
N -1.654 -2.464 -1.641 -1.1 0.8 1.5 -0.19
N 0.175 -0.048 -4.217 -1.6 0.4 0.1 1.00
H -2.658 -2.409 -1.392 0.4 0.3 -0.4 0.17
H 2.435 0.024 -1.396 -2.8 -0.4 -0.3 0.34
H 2.473 1.337 -0.485 0.9 0.8 0.1 0.39
H 1.443 2.114 -1.623 -0.6 -2.6 -0.1 0.23
H 2.769 1.207 -2.278 0.8 1.1 0.2 0.43
H -0.658 0.216 -4.800 1.1 -0.3 0.6 0.01
H 0.591 -0.905 -4.545 0.3 -0.5 -0.3 0.00
H 0.857 0.695 -4.230 0.4 0.5 -0.5 0.02
H -1.614 -2.839 -2.551 0.1 -0.4 -1.6 0.18
H -1.341 -3.211 -1.046 0.7 -0.4 0.4 0.18
Cl 0.000 3.192 1.994 -0.2 0.4 -0.2 -0.24
C -0.046 1.520 2.410 -0.1 -1.5 0.7 0.04
C 0.575 1.125 3.579 0.4 -0.3 0.1 -0.46
C 0.718 -0.259 3.865 0.1 1.2 0.7 -0.43
C 0.130 -1.166 3.016 0.3 -0.4 0.2 -0.61
C -0.606 -0.780 1.919 -0.2 -0.4 0.2 0.14
C -0.791 0.558 1.598 0.6 2.4 0.3 1.22
C -1.577 1.019 0.541 -0.2 0.8 -0.7 -2.47
H 0.979 1.875 4.291 -0.2 -0.5 -0.7 0.31
H 1.233 -0.558 4.786 -0.2 0.0 -0.5 0.32
H 0.253 -2.211 3.228 -0.1 -0.4 0.1 0.35
H -1.210 -1.492 1.377 0.1 -0.3 -0.1 0.32
H -2.307 0.345 0.160 -0.7 -0.9 -0.2 0.54
H -1.960 2.037 0.514 0.4 -0.1 0.1 0.31
```
Positions in Å, forces in eV/Å.

charge	-1
HOMO-LUMO gap	0.114	hartree
highest occupied orbital energy	-0.49	eV


Record 4
A gas-phase ion, C8H16ClN5OP (charge +1) at a distorted geometry, computed with wB97M-V/def2-TZVPD.

Geometry as XYZ:
```
32
Properties=species:S:1:pos:R:3:forces:R:3:mulliken_charge:R:1
C 3.750 -1.724 0.453 0.0 0.0 0.4 -0.89
C 3.108 -0.898 -0.764 -0.2 0.3 -0.3 -0.57
C 1.872 0.036 -0.318 0.2 -0.3 0.0 0.16
N 0.449 -0.246 -0.442 6.6 3.8 1.9 0.63
C -0.132 -1.505 -0.988 -1.7 -0.7 -0.4 -0.33
C -1.747 -1.450 -1.158 -2.0 -2.0 -2.5 0.03
O -2.183 -2.120 -2.136 2.0 2.7 3.3 -0.54
N -2.640 -0.739 -0.248 0.7 -0.8 -1.0 0.25
C -3.803 -0.116 -0.946 -1.0 0.8 0.5 -0.86
C -3.035 -1.559 0.936 0.9 0.2 1.0 -0.90
N -0.133 0.876 0.041 -0.3 2.9 1.5 -0.44
C 0.731 1.889 0.514 -0.6 -5.9 -2.1 0.11
P 0.136 3.537 1.224 -0.2 2.5 -1.3 0.14
N 0.531 4.811 0.333 0.4 -1.2 1.9 -0.62
N 2.063 1.335 0.294 -3.3 -2.2 -1.2 0.06
Cl 3.526 2.118 0.704 -0.8 -0.7 -0.4 0.12
H 3.311 -2.774 0.591 0.5 1.6 -0.5 0.29
H 4.883 -1.857 0.285 -1.9 0.4 0.3 0.30
H 3.541 -1.162 1.426 0.6 -0.8 -1.3 0.30
H 2.812 -1.628 -1.602 0.0 1.3 1.3 0.30
H 3.906 -0.212 -1.237 -1.4 -0.9 0.9 0.39
H 0.058 -2.426 -0.319 0.1 1.7 -0.8 0.31
H 0.290 -1.690 -2.042 -0.7 0.4 1.7 0.38
H -3.496 0.918 -1.345 -0.4 -1.7 0.3 0.26
H -4.296 -0.769 -1.736 0.8 0.8 1.0 0.30
H -4.587 0.103 -0.128 1.2 -0.4 -1.3 0.32
H -3.719 -2.424 0.651 0.9 1.0 0.5 0.32
H -2.052 -1.925 1.421 -1.6 0.2 -0.7 0.28
H -3.515 -0.869 1.725 0.6 -1.1 -1.4 0.34
H 0.598 3.611 2.577 -0.3 -0.7 -0.5 0.16
H -1.312 3.457 1.250 1.1 -1.0 0.1 0.17
H 1.085 5.407 0.984 -0.2 -0.3 -1.0 0.25
```
Positions in Å, forces in eV/Å.

charge	+1
HOMO-LUMO gap	0.297	hartree
highest occupied orbital energy	-12.24	eV
structure (SMILES)	CCc1n(CC(=O)N(C)C)nc([PH2]=N)[n+]1Cl


- Which of these has the highest charge?
  C8H16ClCuO7P